1.
Entry from the OMol25 dataset: a 2-piece molecular cluster, C2H6NS overall at a distorted geometry (the ωB97M-V functional and the def2-TZVPD basis).

Summary:
ΔE to the lowest compared entry with this formula, charge and spin: 4.6 kcal per mole

The geometry in ORCA input format:
```
! wB97M-V def2-TZVPD RIJCOSX def2/J DEFGRID3
* xyz -1 1
S -0.9500 2.8958 1.3707
H -0.0388 3.7324 1.9738
C 0.1264 -1.8936 -0.9384
C -0.0125 -0.5667 -0.7394
N 0.4385 0.1439 0.3344
H 0.5822 -2.5950 -0.2428
H -0.1650 -2.3002 -1.9244
H -0.4961 -0.0038 -1.5408
H 0.6326 -0.4185 1.1502
H -0.1174 1.0057 0.5566
*
```



2.
Entry from the OMol25 dataset: an isolated ion of composition C7H11N4O and charge +1 at a distorted geometry (the ωB97M-V functional and the def2-TZVPD basis).

Summary:
ΔE to the lowest compared entry with this formula, charge and spin: 30.0 kcal per mole
SMILES: CCNC(=O)[n+]1cncc(C)n1

The geometry in ORCA input format:
```
! wB97M-V def2-TZVPD RIJCOSX def2/J DEFGRID3
* xyz 1 1
C 3.2772 0.0504 0.3502
C 1.9444 -1.7503 -0.0092
C 2.2482 0.9301 -0.0743
C -0.5807 -1.4090 -0.1356
C 2.4319 2.3814 -0.2606
C -3.6583 0.1464 0.5968
C -2.8993 -0.7330 -0.3842
N 3.0956 -1.2513 0.2910
N 1.0325 0.4254 -0.1916
N 0.8220 -0.8451 -0.1161
N -1.4718 -0.4567 -0.3299
O -0.6847 -2.5861 -0.0006
H 4.2226 0.3976 0.7453
H 1.7598 -2.8021 -0.1485
H 1.5612 2.8265 -0.7336
H 2.5855 2.8616 0.7076
H 3.3207 2.5755 -0.8580
H -3.6049 1.1936 0.3076
H -4.7032 -0.1500 0.6101
H -3.2580 0.0379 1.6022
H -3.0313 -1.7905 -0.1483
H -3.2483 -0.5552 -1.4063
H -1.1610 0.5030 -0.4141
*
```



3.
Entry from the OMol25 dataset: one molecule with the formula C9H11BO4 at a distorted geometry (the ωB97M-V functional and the def2-TZVPD basis).

Summary:
ΔE to the lowest compared entry with this formula, charge and spin: 0.0 kcal per mole
SMILES: O=C(O)c1ccc(CCB(O)O)cc1

The geometry in ORCA input format:
```
! wB97M-V def2-TZVPD RIJCOSX def2/J DEFGRID3
* xyz 0 1
O 4.0301 1.3276 2.7694
O -2.6812 -3.0800 -2.5781
O -3.9003 -1.0497 -2.2255
O 3.4620 3.1117 1.4352
B -2.6927 -1.7515 -2.2051
C 3.2943 1.8515 1.9698
C 1.2974 1.7792 0.5896
C 1.7938 -0.1910 1.8759
C 0.2081 1.1897 0.0579
C 0.6910 -0.7934 1.3040
C 2.0615 1.1332 1.5491
C -0.1266 -0.0951 0.4058
C -1.3818 -1.0369 -1.6762
C -1.3671 -0.6843 -0.1839
H -3.5244 -3.4720 -2.8551
H -3.8909 -0.1980 -1.7377
H 4.2914 3.5446 1.7163
H 1.6202 2.7466 0.1976
H 2.4040 -0.7003 2.5956
H -0.4181 1.7027 -0.6365
H 0.5519 -1.8339 1.4338
H -1.2915 -0.1673 -2.2930
H -0.5731 -1.7135 -1.8965
H -2.2517 -0.0104 0.0076
H -1.6062 -1.6092 0.3800
*
```



4.
Entry from the OMol25 dataset: C30H34BCl56I2NO3P as an isolated structure at a distorted geometry (the ωB97M-V functional and the def2-TZVPD basis).

Summary:
electronic energy: -28176.04848 a.u.

The geometry in ORCA input format:
```
! wB97M-V def2-TZVPD RIJCOSX def2/J DEFGRID3
* xyz -1 1
C 0.4024 2.7727 -0.4056
C 0.2172 1.8944 -1.6402
C 1.5528 1.4742 -2.1775
C 1.6009 0.1397 -2.8972
C 0.6559 -0.8956 -2.3789
C 0.7063 -1.1236 -0.8881
C 2.0406 -0.8701 -0.2288
C 2.3083 -1.8491 0.8491
P 3.4933 -1.2614 2.2585
C 5.0190 -2.2071 1.5479
C 5.4178 -1.9508 0.1097
C 5.9405 -0.6187 -0.1162
O 7.0271 -0.3594 0.1089
O 5.0991 0.3183 -0.5916
B 1.9294 -0.4037 3.1330
O 1.8131 -0.4629 4.5220
N 0.8675 0.3545 2.4013
C 0.6415 1.5626 3.1987
C -0.3794 -0.3983 2.4490
C 4.6088 -0.7516 3.8552
I 5.1382 -2.3851 5.1275
C 5.0054 0.4018 4.1468
C 4.7162 1.5501 3.2816
I 6.1961 0.9241 5.8345
H -0.3084 2.4957 0.3309
H 0.2452 3.8007 -0.6190
H 1.3542 2.6436 0.0282
H -0.2768 2.5094 -2.3383
H -0.3861 1.0942 -1.3241
H 1.8448 2.2072 -2.8707
H 2.3084 1.4785 -1.4536
H 2.5779 -0.2416 -2.7993
H 1.4634 0.2760 -3.9381
H 0.8334 -1.7971 -2.8879
H -0.3280 -0.5929 -2.6493
H -0.0673 -0.6049 -0.4007
H 0.4842 -2.1464 -0.7256
H 2.8323 -0.8384 -0.9183
H 2.0011 0.0901 0.2008
H 1.3900 -2.1443 1.2907
H 2.6890 -2.7284 0.3933
H 3.1212 -2.5207 2.9836
H 3.8573 -0.0463 1.5111
H 4.8858 -3.2409 1.7006
H 5.8707 -1.9474 2.1253
H 6.2439 -2.5715 -0.0868
H 4.6905 -2.2225 -0.6052
H 4.8170 0.8703 0.1335
H 1.4694 -1.3231 4.7527
H 0.0054 1.3780 4.0179
H 1.5410 1.9553 3.6071
H 0.2052 2.3131 2.5948
H -1.1731 0.2845 2.4239
H -0.4985 -0.9429 3.3670
H -0.4641 -1.0575 1.6309
H 5.0685 2.4311 3.7347
H 3.6809 1.6925 3.0998
H 5.2015 1.4238 2.3524
C -5.2296 4.3980 2.9107
Cl -6.5372 5.5365 2.5661
Cl -4.6450 3.7156 1.3961
Cl -3.9189 5.2500 3.7262
Cl -5.8399 3.1125 3.9471
C 3.0231 4.2073 -5.0462
Cl 1.5637 4.7941 -4.2390
Cl 3.2841 5.1679 -6.5061
Cl 4.4058 4.3756 -3.9737
Cl 2.8323 2.5150 -5.4865
C -2.5459 8.3650 1.3649
Cl -4.2134 8.4583 1.9381
Cl -2.1867 6.7140 0.8672
Cl -2.3973 9.4305 -0.0250
Cl -1.4522 8.8589 2.6550
C -3.7474 7.3336 -3.4689
Cl -4.6621 6.0936 -4.3102
Cl -2.0337 6.8934 -3.4757
Cl -3.9245 8.8867 -4.2817
Cl -4.3683 7.4579 -1.8311
C -4.3029 2.0681 -4.6781
Cl -5.9057 2.8130 -4.7704
Cl -3.9738 1.1949 -6.1721
Cl -3.1057 3.3268 -4.4353
Cl -4.2411 0.9507 -3.3241
C -4.1744 -1.6531 2.2429
Cl -3.9089 -3.1209 3.1812
Cl -3.0487 -1.6421 0.8854
Cl -5.8302 -1.6109 1.6284
Cl -3.9036 -0.2531 3.2739
C -1.3930 -6.0847 4.5921
Cl -0.5633 -4.7747 5.4177
Cl -3.1342 -5.8009 4.6560
Cl -0.8885 -6.1368 2.9071
Cl -0.9683 -7.6274 5.3693
C 0.7215 -6.8367 -0.7110
Cl -0.3349 -5.5967 -0.0320
Cl 0.0639 -7.4273 -2.2391
Cl 2.3179 -6.1508 -0.9796
Cl 0.8406 -8.1850 0.4201
C -2.4333 -10.2593 -4.4039
Cl -4.0742 -10.1094 -5.0297
Cl -1.6954 -11.7303 -5.0366
Cl -1.4844 -8.8630 -4.9083
Cl -2.4775 -10.3321 -2.6462
C -2.1915 9.2201 -8.0671
Cl -3.0807 10.6176 -7.4539
Cl -2.9215 8.6820 -9.5790
Cl -0.5142 9.6765 -8.3554
Cl -2.2545 7.9229 -6.8859
C -1.8695 -3.1744 -4.2297
Cl -2.8149 -4.5060 -4.8966
Cl -0.1552 -3.5418 -4.3737
Cl -2.2160 -1.7049 -5.1330
Cl -2.2960 -2.9514 -2.5350
C -7.8000 2.3305 -1.0186
Cl -9.4561 2.6628 -1.5330
Cl -7.3558 0.7035 -1.5155
Cl -6.7173 3.5120 -1.7580
Cl -7.6947 2.4525 0.7363
C -4.9184 -7.6528 8.0547
Cl -4.9820 -5.9390 8.4563
Cl -5.1034 -8.6096 9.5274
Cl -6.2267 -8.0407 6.9359
Cl -3.3751 -8.0155 7.2956
C 9.0093 -2.2889 2.4609
Cl 9.7865 -1.7737 0.9617
Cl 10.2354 -2.9417 3.5638
Cl 8.2085 -0.9184 3.2238
Cl 7.8260 -3.5354 2.1091
*
```



Number 4 is which compound? C30H34BCl56I2NO3P



Number 3 is which compound? C9H11BO4



Please write out number 2 again, unchanged.
Entry from the OMol25 dataset: an isolated ion of composition C7H11N4O and charge +1 at a distorted geometry (the ωB97M-V functional and the def2-TZVPD basis).

Summary:
ΔE to the lowest compared entry with this formula, charge and spin: 30.0 kcal per mole
SMILES: CCNC(=O)[n+]1cncc(C)n1

The geometry in ORCA input format:
```
! wB97M-V def2-TZVPD RIJCOSX def2/J DEFGRID3
* xyz 1 1
C 3.2772 0.0504 0.3502
C 1.9444 -1.7503 -0.0092
C 2.2482 0.9301 -0.0743
C -0.5807 -1.4090 -0.1356
C 2.4319 2.3814 -0.2606
C -3.6583 0.1464 0.5968
C -2.8993 -0.7330 -0.3842
N 3.0956 -1.2513 0.2910
N 1.0325 0.4254 -0.1916
N 0.8220 -0.8451 -0.1161
N -1.4718 -0.4567 -0.3299
O -0.6847 -2.5861 -0.0006
H 4.2226 0.3976 0.7453
H 1.7598 -2.8021 -0.1485
H 1.5612 2.8265 -0.7336
H 2.5855 2.8616 0.7076
H 3.3207 2.5755 -0.8580
H -3.6049 1.1936 0.3076
H -4.7032 -0.1500 0.6101
H -3.2580 0.0379 1.6022
H -3.0313 -1.7905 -0.1483
H -3.2483 -0.5552 -1.4063
H -1.1610 0.5030 -0.4141
*
```